(1)
C15H17BCl2FNO4 | ωB97M-V/def2-TZVPD

Summary:
Energy above the lowest of the compared OMol25 structures with the same formula, charge and spin, kJ/mol: 7.8

Geometry (Å):
1 C 4.37772 1.34307 2.01114
2 C 3.75003 0.93652 0.75820
3 C 3.95261 1.42566 -0.55005
4 C 2.91613 0.91871 -1.33552
5 C 1.91921 0.45552 -0.36519
6 B 0.64813 -0.70052 -0.76713
7 O 0.09204 -1.18941 0.49524
8 C -0.97936 -2.06650 0.17120
9 C -1.21986 -2.09102 -1.37413
10 C -2.38037 -2.98162 -1.76479
11 C 0.13590 -2.54637 -2.01454
12 O 1.22979 -1.73392 -1.59417
13 C -1.44577 -0.62616 -1.85249
14 O -0.31269 0.14117 -1.52533
15 O 2.64115 0.12900 0.79249
16 H 5.19966 2.05130 1.80475
17 H 3.65624 1.85549 2.68057
18 H 4.80051 0.47119 2.54231
19 H 4.75831 2.08725 -0.85361
20 H 2.61733 1.20434 -2.32350
21 H -0.72175 -3.09092 0.50158
22 H -1.90459 -1.75702 0.69607
23 H -2.52693 -2.95608 -2.85206
24 H -2.19790 -4.01957 -1.46124
25 H -3.30527 -2.63479 -1.28604
26 H 0.36248 -3.58131 -1.70441
27 H 0.05863 -2.48511 -3.11718
28 H -1.59731 -0.62350 -2.94806
29 H -2.36679 -0.21526 -1.39188
30 Cl -1.26626 3.28181 -0.90942
31 C -1.75079 2.71386 0.62913
32 N -0.80847 2.70501 1.57569
33 F 1.07410 1.45640 -0.05308
34 C -0.96612 1.74136 2.47970
35 Cl 0.47911 1.17353 3.21027
36 C -2.21059 1.16602 2.79500
37 C -3.30391 1.49383 1.99010
38 C -3.04836 2.21369 0.82464
39 H -2.24987 0.57813 3.70685
40 H -4.31673 1.26675 2.30136
41 H -3.78937 2.48949 0.07750

Results of the natural (NBO) charge analysis, in e, for atoms 1 through 2: atom 1 (C): -0.720, atom 2 (C): 0.590


(2)
C2H44O22 | ωB97M-V/def2-TZVPD

Summary:
Charge: -2
Energy above the lowest of the compared OMol25 structures with the same formula, charge and spin, kJ/mol: 71.6

Geometry (Å):
1 O 1.63005 -0.12174 -12.53680
2 C 2.87611 -0.55514 -13.16196
3 C 2.49779 -1.65275 -14.12096
4 O 3.67276 -2.34483 -14.66469
5 H 3.57682 -0.94736 -12.38403
6 H 3.30423 0.29040 -13.77319
7 H 1.84427 -1.22612 -14.90859
8 H 1.86653 -2.39217 -13.65356
9 O -0.29390 -4.20177 -13.59252
10 H 0.58106 -4.45533 -13.93493
11 H -0.50830 -3.40264 -14.06378
12 O 5.99645 -1.54489 -13.44097
13 H 5.17751 -1.74716 -13.88305
14 H 6.47299 -2.31476 -13.24412
15 O 5.66073 -2.26376 -10.56767
16 H 5.51179 -1.37540 -10.22949
17 H 6.60324 -2.20885 -10.85480
18 O 2.16279 -4.78518 -14.58718
19 H 2.66533 -3.98814 -14.53254
20 H 2.01075 -5.01039 -15.51289
21 O 2.46793 -2.78634 -16.99837
22 H 3.27888 -3.10164 -17.40712
23 H 2.77760 -2.48419 -16.15788
24 O -0.26035 1.33875 -11.47985
25 H 0.40215 0.79339 -11.96518
26 H -0.17354 2.31037 -11.72365
27 O 6.32411 1.63981 -14.56858
28 H 5.53020 1.84056 -14.04495
29 H 6.68062 0.80646 -14.29195
30 O 5.51200 -4.04945 -15.26133
31 H 4.90673 -3.30843 -15.15373
32 H 4.93742 -4.79127 -15.48535
33 O 4.24541 -3.53086 -12.37255
34 H 4.09080 -3.10099 -13.22440
35 H 4.58365 -2.77608 -11.84984
36 O 4.82687 2.14077 -12.36153
37 H 4.53767 2.66265 -11.64875
38 H 4.67932 1.23770 -12.05454
39 O -0.83435 -2.06044 -15.31413
40 H -0.21329 -2.20999 -16.00610
41 H -0.63584 -1.16508 -15.02892
42 O 4.52506 0.27796 -9.82905
43 H 3.68174 -0.15430 -9.83312
44 H 4.35484 1.09927 -9.31162
45 O 3.98750 -0.25069 -16.43767
46 H 3.93554 -0.79538 -15.60171
47 H 3.87769 0.62947 -16.07199
48 O -0.46740 -1.62763 -12.31506
49 H -1.14835 -0.98750 -12.33085
50 H 0.39597 -1.21165 -12.33477
51 O 2.20032 2.52188 -12.98087
52 H 2.14122 1.57103 -12.84471
53 H 3.03198 2.70483 -12.54461
54 O 1.48461 -3.79021 -11.51004
55 H 2.25728 -3.41450 -11.88399
56 H 0.80964 -3.53022 -12.11209
57 O 1.98642 -0.51475 -10.04363
58 H 1.84959 -0.50159 -11.02357
59 H 1.24065 -0.09373 -9.73968
60 O 3.43547 2.34527 -15.54406
61 H 3.17218 2.45041 -14.63802
62 H 2.82833 2.90947 -15.99884
63 O 0.85929 -0.15106 -17.18846
64 H 1.19416 0.54452 -17.71381
65 H 1.54330 -0.78509 -16.99574
66 O 0.03989 0.62786 -14.67059
67 H 0.73892 0.38096 -14.05133
68 H 0.34600 0.49470 -15.55600

Results of the natural (NBO) charge analysis, in e, for atoms 1 through 2: atom 1 (O): -1.030, atom 2 (C): -0.120


(3)
C39H95N11O14S3 | ωB97M-V/def2-TZVPD

Summary:
Energy above the lowest of the compared OMol25 structures with the same formula, charge and spin, kJ/mol: 0.0

Geometry (Å):
1 C 0.04544 -4.77292 -0.76814
2 C -1.13727 -5.52527 -0.12615
3 O -2.02219 -6.01324 -0.81954
4 N -1.10005 -5.61873 1.25473
5 C -2.21748 -6.11733 2.05808
6 H 0.63276 -5.47250 -1.34963
7 H 0.63232 -4.23475 -0.02758
8 H -0.40541 -4.02239 -1.41848
9 H -0.28569 -5.21451 1.69009
10 H -2.95105 -6.54754 1.37983
11 H -2.71872 -5.28057 2.55678
12 H -1.88856 -6.87724 2.76214
13 C -5.65997 -2.83130 2.06505
14 C -4.76213 -2.18597 3.08713
15 O -4.40850 -1.03663 3.00684
16 N -4.33467 -2.97456 4.11190
17 C -4.82136 -4.28370 4.42451
18 H -5.29641 -3.78263 1.69075
19 H -5.89636 -2.15024 1.25673
20 H -6.64871 -2.99752 2.53554
21 H -3.65266 -2.55544 4.71472
22 H -4.62732 -4.98798 3.60391
23 H -5.89560 -4.30786 4.61351
24 H -4.28751 -4.68670 5.27922
25 C 0.02377 1.21019 -4.40480
26 C 0.39836 2.35816 -5.30808
27 O -0.39344 2.91647 -6.05960
28 N 1.71908 2.66765 -5.30802
29 C 2.20613 3.68577 -6.16181
30 H 0.62497 0.33635 -4.62675
31 H -1.02247 0.95963 -4.53208
32 H 0.11503 1.53403 -3.35621
33 H 2.38540 1.96337 -5.01267
34 H 3.29123 3.58023 -6.24382
35 H 2.03600 4.67644 -5.73921
36 H 1.76943 3.64584 -7.15931
37 C 4.81269 0.02030 -2.41631
38 C 4.60956 0.55428 -3.82416
39 O 3.56693 0.42332 -4.42720
40 N 5.70279 1.12751 -4.39003
41 C 5.72403 1.53799 -5.77222
42 H 5.37134 0.74535 -1.81462
43 H 5.40427 -0.89222 -2.48079
44 H 3.85301 -0.16382 -1.95719
45 H 6.54445 1.25395 -3.86707
46 H 6.34980 2.41417 -5.91807
47 H 4.71721 1.68887 -6.14059
48 H 6.15470 0.74436 -6.40135
49 C -3.43995 -2.54754 -0.76915
50 C -4.63621 -2.03665 -1.51783
51 O -5.75380 -2.33542 -1.17662
52 N -4.47037 -1.13540 -2.48420
53 C -3.24291 -0.49049 -2.86870
54 H -2.75666 -3.04424 -1.46583
55 H -3.75619 -3.24792 -0.00871
56 H -2.87866 -1.74146 -0.30683
57 H -5.33514 -0.74147 -2.80504
58 H -3.00371 -0.74887 -3.91625
59 H -2.36058 -0.79045 -2.31185
60 H -3.34487 0.60015 -2.90876
61 C 3.39473 -2.80156 0.68970
62 C 4.10367 -3.43034 -0.48295
63 O 3.51346 -4.07904 -1.32185
64 N 5.46956 -3.26030 -0.52377
65 C 6.27762 -3.74530 -1.63296
66 H 4.01692 -2.07936 1.22446
67 H 3.06392 -3.59160 1.36707
68 H 2.49393 -2.27042 0.37804
69 H 5.89914 -2.56275 0.04957
70 H 6.49518 -4.80893 -1.57123
71 H 7.20308 -3.16611 -1.63146
72 H 5.80629 -3.56688 -2.60353
73 C 5.09463 2.32903 5.86228
74 C 4.76948 1.58267 4.59712
75 O 5.21783 1.93825 3.52158
76 N 3.89838 0.50641 4.74140
77 C 3.25503 -0.16045 3.64671
78 H 6.05818 1.97535 6.23657
79 H 4.32981 2.21150 6.62970
80 H 5.21763 3.38446 5.64279
81 H 3.54301 0.27966 5.65127
82 H 2.16439 -0.17480 3.72174
83 H 3.59503 -1.17741 3.43451
84 H 3.39232 0.39574 2.71685
85 C 2.20017 3.88207 3.51051
86 C 0.94035 3.07456 3.57160
87 O 0.87621 1.93742 3.14768
88 N -0.14584 3.72093 4.03966
89 C -1.46176 3.09881 4.06980
90 H 2.63960 3.75122 2.51969
91 H 2.96232 3.59696 4.23068
92 H 2.00131 4.94898 3.62994
93 H -0.07026 4.69962 4.21995
94 H -1.64478 2.59621 3.12308
95 H -2.20952 3.86350 4.22872
96 H -1.49446 2.34829 4.85913
97 C -2.65338 5.03470 -0.03639
98 C -3.73213 5.00239 -1.07751
99 O -3.51507 5.08092 -2.25415
100 N -4.98472 4.90626 -0.58285
101 C -6.19191 4.96393 -1.40106
102 H -1.71184 5.40298 -0.41612
103 H -2.49827 4.04101 0.37525
104 H -3.00047 5.67602 0.78657
105 H -5.10922 4.83051 0.40732
106 H -6.48807 5.98086 -1.66985
107 H -6.99935 4.48028 -0.85508
108 H -6.06884 4.40131 -2.32732
109 C -0.61643 -2.38907 3.68105
110 C 0.50828 -3.37618 3.73828
111 O 0.33058 -4.52632 3.37742
112 N 1.61532 -2.99442 4.42861
113 C 2.77002 -3.86500 4.62870
114 H -0.35862 -1.35497 3.91103
115 H -1.39770 -2.69135 4.37607
116 H -1.04676 -2.45520 2.68102
117 H 1.62343 -2.12407 4.91861
118 H 3.67481 -3.27517 4.73744
119 H 2.85040 -4.54723 3.78688
120 H 2.64164 -4.48849 5.52047
121 C 3.53426 4.01523 -1.76159
122 C 2.07961 4.40965 -1.76297
123 O 1.24314 3.76942 -1.16127
124 N 1.74675 5.51885 -2.45975
125 C 0.36447 6.00674 -2.48661
126 H 3.96065 4.41060 -0.82871
127 H 4.11543 4.50882 -2.54495
128 H 3.63719 2.94137 -1.80300
129 H 2.43475 6.11283 -2.86915
130 H 0.11758 6.52809 -1.56993
131 H -0.29700 5.15518 -2.61976
132 H 0.26672 6.60587 -3.38940
133 C 1.43455 -2.10726 -3.12368
134 S -0.12523 -2.54005 -3.86948
135 O -0.11898 -1.84834 -5.18615
136 C 0.33548 -4.24116 -4.20424
137 H 1.48786 -1.02992 -3.02884
138 H 2.21667 -2.45680 -3.79886
139 H 1.52106 -2.62912 -2.17252
140 H 0.55695 -4.70652 -3.24868
141 H 1.25333 -4.24504 -4.79269
142 H -0.47889 -4.68869 -4.75932
143 C -5.64394 0.79297 0.01658
144 S -6.52378 2.12294 0.87582
145 O -7.83666 1.66516 1.29023
146 C -5.46812 2.05293 2.30110
147 H -6.35055 0.35334 -0.68293
148 H -5.45461 0.01598 0.76251
149 H -4.73324 1.14415 -0.45777
150 H -5.81887 2.79771 3.01950
151 H -4.43128 2.20411 2.01276
152 H -5.60691 1.08928 2.79663
153 C -1.45100 0.18413 0.99934
154 S -0.02373 -0.71397 0.46647
155 O -0.47888 -1.47088 -0.72755
156 C 0.88012 0.75676 -0.01385
157 H -1.79055 0.76473 0.13188
158 H -1.23341 0.91884 1.77854
159 H -2.25088 -0.48713 1.31907
160 H 0.19215 1.47837 -0.44936
161 H 1.56941 0.48656 -0.81505
162 H 1.38209 1.14335 0.86892

Results of the Löwdin charge analysis, in e, for atoms 1 through 2: atom 1 (C): 0.001, atom 2 (C): -0.511


HOMO level across the listed records, respectively: -0.293 -0.131 -0.299 hartree.
E_LUMO across the listed records, respectively: -2.33 4.24 -0.11 eV.